No. 1
The following is a quantum chemistry calculation of a structure of composition H28O14 in a non-equilibrium geometry, from the Open Molecules 2025 dataset.

Each line ends with the natural charge from an NBO analysis.
Positions of all 42 atoms, in Å:
H (0.70941, -1.48543, 2.02274)  0.42
H (0.26448, 2.08147, 0.52923)  0.42
H (1.21107, -2.51953, -2.59513)  0.48
H (-0.27796, 0.18529, -1.81055)  0.43
H (1.45353, 0.60984, -3.14522)  0.46
O (-2.04574, -1.46640, -0.18190)  -0.95
H (2.12405, -0.38052, 0.76884)  0.45
O (2.48519, -0.04066, 1.58757)  -1.00
O (-2.51519, -0.53131, 1.75952)  -1.01
H (-1.19128, -1.07500, -0.00046)  0.46
H (-1.27071, 1.47340, 0.80203)  0.46
O (-0.28914, -0.72881, -2.09434)  -0.91
O (1.82862, -0.51605, -0.45486)  -0.92
H (-2.50892, 1.20687, -0.45843)  0.53
O (-0.34240, 1.43812, 1.03272)  -0.82
H (3.08142, 0.65700, 1.31554)  0.44
H (0.99782, -1.37214, 0.54089)  0.41
H (0.62229, -0.29083, -0.30763)  0.48
O (0.27899, -0.76764, 2.57310)  -0.80
H (-0.73270, 1.99969, -1.44952)  0.54
H (-0.14165, -1.22554, 3.30086)  0.51
O (-0.25957, -0.36854, 0.05642)  -0.95
H (-0.28815, 0.28283, 0.75723)  0.46
H (2.72147, -0.43319, -0.78977)  0.54
O (-0.33141, 1.13199, -1.40155)  -0.87
O (0.73828, -1.99939, 1.21574)  -1.00
H (1.47855, 2.61686, -0.19966)  0.46
H (-0.33539, 1.25654, 1.97252)  0.50
H (-2.24431, -1.26720, 1.21059)  0.49
H (1.43561, -1.20731, -0.98772)  0.49
O (-2.23725, 0.94393, 0.42095)  -0.82
O (1.08822, -2.16514, -1.71448)  -0.96
O (0.57301, 2.83293, 0.02293)  -1.03
O (1.53299, 1.15597, -2.36313)  -0.99
H (0.16346, 0.16089, 2.77489)  0.44
H (-2.76005, 1.49090, 1.00723)  0.53
H (-2.15816, 0.24030, 1.31977)  0.39
H (-1.18977, -1.01587, -1.94370)  0.45
H (-0.38732, 0.89252, -0.47648)  0.50
H (0.27414, -1.66456, -1.76864)  0.45
H (-2.31899, -1.07268, -1.01049)  0.41
H (0.76354, 0.93630, -1.83785)  0.42

Its spin multiplicity is 1. Its energy above the lowest of the compared OMol25 structures with the same formula, charge and spin is 3022.23 kJ/mol. The calculation puts the LUMO energy at -1.02 eV. The frontier orbital gap comes out at 0.257 Ha.

***

No. 2
The following is a quantum chemistry calculation of an isolated molecule of C4H7NO, from the Open Molecules 2025 dataset.

Each line ends with the natural charge from an NBO analysis.
Positions of all 13 atoms, in Å:
H (0.21901, 0.58520, -1.07292)  0.18
H (-1.53457, 0.53390, 2.06739)  0.22
C (0.54049, -0.21629, -0.39131)  -0.07
H (0.06242, -1.15028, -0.72699)  0.17
H (2.41937, -0.58322, -1.37578)  0.21
H (-3.44839, -0.69655, -0.92965)  0.36
C (-1.23408, 0.28657, 1.05623)  -0.06
H (2.50717, 0.58795, -0.04188)  0.22
C (2.04811, -0.34805, -0.37329)  -0.62
C (-2.13839, 0.18156, 0.10477)  0.28
H (2.35511, -1.14585, 0.30931)  0.21
N (-2.99923, 0.21162, -0.78455)  -0.60
O (0.11088, 0.08351, 0.92582)  -0.50

Its spin multiplicity is 1. Its energy above the lowest of the compared OMol25 structures with the same formula, charge and spin is 256.91 kJ/mol. The calculation puts the LUMO energy at 0.95 eV. As for the SMILES: CCOC=C=N. The frontier orbital gap comes out at 0.339 Ha.

***

No. 3
The following is a quantum chemistry calculation of a cluster of 2 separate species, C4H5F3S in total in a non-equilibrium geometry, from the Open Molecules 2025 dataset.

Each line ends with the natural charge from an NBO analysis.
Positions of all 13 atoms, in Å:
H (-1.54911, 0.99684, 2.84906)  0.17
C (0.43361, 0.63123, -1.17549)  -0.34
F (0.28607, -1.51133, -2.81706)  -0.35
H (0.61556, 1.38250, -0.49856)  0.21
F (0.60544, -2.65643, -1.04881)  -0.30
H (0.71604, 0.54842, -2.26215)  0.24
S (0.06526, 2.56396, 3.03818)  0.12
H (-0.45364, -0.85001, 0.33931)  0.24
H (1.30317, 2.20856, 2.90099)  0.12
C (-0.01194, -0.49484, -0.63625)  -0.29
C (-0.37772, 1.09857, 2.52865)  -0.42
C (-0.15848, -1.71677, -1.51834)  0.94
F (-1.47427, -2.20069, -1.69952)  -0.35

Its spin multiplicity is 3. Its energy above the lowest of the compared OMol25 structures with the same formula, charge and spin is 87.27 kJ/mol. The calculation puts the LUMO energy (spin up / spin down) at 0.72 / -1.72 eV. The frontier orbital gap (spin up / spin down) comes out at 0.307 / 0.343 Ha.

***

No. 4
The following is a quantum chemistry calculation of a structure of composition ClF2HSi in a non-equilibrium geometry, from the Open Molecules 2025 dataset.

Each line ends with the natural charge from an NBO analysis.
Positions of all 5 atoms, in Å:
F (1.14682, 0.10522, -1.95957)  -0.63
H (-0.06537, -0.53845, 0.14085)  -0.21
Si (1.03102, 0.17896, -0.34260)  1.86
F (1.04259, 2.20767, 0.29629)  -0.67
Cl (2.73333, -0.30818, 0.54999)  -0.35

Its spin multiplicity is 1. Its energy above the lowest of the compared OMol25 structures with the same formula, charge and spin is 188.38 kJ/mol. The calculation puts the LUMO energy at 0.08 eV. The frontier orbital gap comes out at 0.454 Ha.

***

No. 5
The following is a quantum chemistry calculation of a structure of composition C48H120B2Cd2F8KN8O8S2 in a non-equilibrium geometry, from the Open Molecules 2025 dataset.

Each line ends with the Mulliken charge.
Positions of all 199 atoms, in Å:
O (1.56569, -12.89410, 2.64255)  -0.85
C (5.76822, -19.60094, 13.95108)  -1.29
F (-1.71462, -14.76280, 6.47036)  -0.34
H (5.70633, -14.89174, 9.20366)  0.54
H (5.38998, -17.06087, 5.41654)  0.41
H (-0.58661, -14.92895, 14.69494)  0.42
F (-3.77216, -14.16554, 5.64089)  -0.37
H (3.74757, -16.18960, 15.29418)  0.11
H (3.06197, -12.02799, 11.91222)  0.47
H (1.21869, -10.82009, 12.56427)  0.34
H (4.07928, -16.22447, 4.68880)  -0.81
H (7.92253, -19.99830, 8.05798)  0.47
C (5.47695, -14.02959, 8.57741)  -1.58
H (4.49658, -16.65113, 12.15115)  0.31
H (-3.45478, -16.15601, 9.81856)  0.49
C (-0.23788, -8.54883, 9.40996)  -0.98
H (-3.74947, -17.50096, 10.76925)  0.41
H (4.03608, -18.23034, 14.03935)  0.30
H (-0.13811, -9.20433, 8.54482)  0.19
H (-2.06656, -18.78806, 6.82471)  0.65
C (-1.12118, -10.55516, 11.48919)  -0.77
C (2.37819, -23.20448, 5.53207)  -0.09
C (-2.15033, -16.29783, 3.03726)  -0.69
H (-2.19430, -15.21845, 1.07404)  0.46
N (0.13646, -10.69352, 10.74381)  0.92
H (5.52973, -20.21086, 0.64836)  0.42
F (1.28127, -14.52714, 8.31389)  -0.19
H (3.32054, -22.66739, 5.63989)  -0.08
C (1.84250, -22.28292, 7.67895)  -0.04
C (4.94212, -18.50669, 14.57861)  -0.35
H (6.79447, -15.79252, 14.15627)  0.39
H (4.56867, -19.07447, 4.02446)  -0.16
H (-1.41786, -14.51749, 13.23684)  0.08
H (3.81268, -17.53040, 5.87044)  0.44
H (4.47151, -16.83463, 1.07469)  0.33
C (6.07501, -12.23687, 4.01389)  -1.36
N (5.59379, -13.03256, 6.30884)  1.67
H (-0.71035, -16.05383, 1.29903)  0.26
H (0.34307, -17.36147, 2.87514)  0.07
C (5.10274, -16.51347, 1.90326)  -0.23
C (-1.41962, -17.97419, 6.49733)  0.33
H (0.04783, -17.23710, 13.84287)  0.52
F (-1.80537, -13.64199, 4.65244)  -0.38
C (6.08039, -18.67004, 2.13447)  0.05
H (9.34983, -22.55749, 5.96876)  0.34
H (3.70180, -24.80183, 6.40446)  0.33
C (5.08463, -15.91509, 12.69938)  -0.77
H (5.90668, -21.07464, 8.18748)  0.40
H (-2.73284, -11.91003, 11.99083)  0.42
H (5.05116, -20.31325, 13.54299)  0.34
H (2.51945, -25.47318, 5.22624)  0.36
C (6.13179, -16.54665, 13.73173)  -0.89
C (7.36351, -11.37534, 7.36524)  -1.77
C (-0.45902, -16.60641, 13.11251)  -0.32
H (6.49034, -19.34650, 13.17526)  0.31
H (5.46344, -14.40714, 15.32472)  0.32
H (1.68399, -19.25631, 5.22548)  -0.84
H (4.38979, -13.95128, 8.58392)  -0.18
H (6.34553, -19.38624, 2.91219)  -0.24
H (-0.67418, -19.56143, 4.32046)  0.18
H (-1.74371, -19.15420, 11.24120)  0.40
H (2.80656, -21.78170, 7.76544)  -0.09
C (4.39427, -17.21970, 5.00250)  -0.58
H (-0.37399, -18.18583, 6.27377)  -0.53
H (5.73547, -15.10849, 7.02892)  -0.22
H (6.99201, -15.28499, 2.16478)  0.27
H (2.11694, -23.25706, 8.08370)  0.60
B (-2.42841, -13.79125, 5.86303)  -0.02
H (-2.41306, -11.72071, 10.27918)  0.25
F (2.80544, -14.74516, 6.79071)  1.69
H (6.63008, -23.36361, 5.13034)  0.35
H (4.32623, -19.82091, 1.82552)  0.17
C (6.37662, -13.32675, 5.05201)  -0.49
H (4.40530, -17.11735, 16.64158)  0.46
H (0.36765, -16.09846, 12.61581)  0.23
H (0.39619, -21.78147, 4.79588)  0.51
H (8.11531, -23.06610, 4.16482)  0.43
H (5.21655, -20.28884, 6.78589)  -0.14
H (6.44191, -20.12064, 14.63237)  0.33
C (1.17508, -11.33115, 11.60249)  -0.84
C (0.89068, -21.45096, 8.52715)  -1.18
O (2.55883, -12.05296, 7.22732)  -2.36
S (1.75199, -13.82760, 3.77275)  1.27
H (5.51790, -15.29378, 11.91558)  0.29
H (-1.07674, -14.60860, 2.17619)  0.16
H (0.81062, -19.77995, 10.71311)  0.35
H (6.91685, -16.21925, 0.66357)  0.45
S (2.69563, -10.77343, 6.64580)  1.25
H (6.79355, -12.18665, 3.19580)  0.47
N (-1.28771, -16.73223, 4.21142)  0.58
O (0.89556, -13.39623, 4.90905)  -0.78
C (5.94525, -11.70146, 6.94986)  -1.21
H (-2.64656, -17.21150, 2.71008)  0.61
H (4.57472, -14.49507, 16.63856)  0.44
H (6.17370, -14.30753, 4.62189)  0.16
N (5.53359, -17.27419, 14.89844)  -0.03
O (3.12370, -13.91197, 4.25677)  -0.69
C (6.32555, -15.65797, 1.38707)  -1.65
H (2.20143, -23.21465, 4.45655)  0.47
C (-1.93490, -11.82791, 11.25281)  -0.87
H (8.06336, -11.27956, 6.53509)  0.30
H (2.73549, -20.10359, 6.22334)  0.27
C (7.13782, -22.67833, 4.45160)  -1.82
H (4.23625, -15.39282, 13.14163)  0.28
O (1.43403, -10.20497, 6.31572)  -0.84
C (6.08114, -14.09012, 7.20653)  -0.02
H (-2.90534, -16.77566, 5.56465)  0.59
H (0.19505, -20.81585, 6.23066)  -0.03
H (6.22201, -20.79884, 4.93048)  -0.29
C (-0.88062, -18.64842, 11.67407)  -0.99
H (0.73383, -12.29504, 11.85607)  0.39
H (6.62923, -22.62144, 3.48921)  0.45
H (-1.01783, -10.43350, 12.56744)  0.36
H (0.57064, -19.44266, 3.07997)  0.43
H (-2.93839, -15.70938, 3.50715)  0.53
H (-0.79968, -19.07281, 12.67479)  0.44
H (4.32073, -15.84470, 2.26288)  0.21
H (-2.16500, -15.50512, 11.36802)  0.13
C (0.60282, -9.27134, 10.46217)  -0.54
H (5.36406, -11.65168, 7.87064)  0.23
C (2.60499, -11.48098, 11.08757)  -1.17
C (-0.40586, -19.06771, 3.38647)  -1.38
N (1.39251, -22.56924, 6.34724)  -0.04
H (4.52481, -18.95667, 15.47943)  0.37
C (9.19392, -21.57774, 6.42029)  -0.62
H (7.43612, -13.32228, 5.30806)  0.52
O (3.33143, -11.26090, 5.42921)  -1.06
O (1.12552, -15.14733, 3.59497)  -0.84
C (-0.16004, -17.60650, 3.81053)  0.15
Cd (3.52855, -13.11149, 5.99909)  3.37
H (2.70238, -20.43543, 4.53727)  0.28
C (2.70300, -24.70613, 5.97861)  -1.33
H (7.57057, -19.24672, 6.43103)  0.29
K (0.00082, -12.19608, 8.01126)  0.87
H (5.99531, -14.84958, 0.73472)  0.46
N (5.46796, -17.58724, 2.87480)  0.19
H (-1.31934, -8.45071, 9.50445)  0.33
N (7.75682, -21.31471, 6.37849)  0.20
H (1.32351, -18.19305, 11.27425)  0.18
F (-2.15478, -12.64731, 6.53495)  -0.41
H (-1.45922, -17.10281, 7.15095)  -0.37
H (6.77272, -17.26506, 13.22067)  0.36
H (1.58160, -9.53235, 10.05972)  0.26
H (-0.98136, -16.28851, 10.37671)  0.15
F (0.81781, -15.71236, 6.42518)  0.82
H (-2.05170, -15.80713, 14.31791)  0.37
C (5.08879, -19.37297, 1.18838)  -1.07
H (7.36171, -10.38831, 7.82771)  0.48
C (4.36562, -18.06272, 3.67341)  -0.11
H (5.79143, -19.25989, 8.04291)  0.45
C (5.29949, -15.12763, 16.12605)  -1.42
H (3.14641, -10.54517, 10.94893)  0.39
H (5.15635, -12.46142, 3.47190)  0.17
C (0.47197, -18.76073, 10.89912)  -0.24
H (5.47448, -10.90961, 6.36722)  0.72
H (-2.66329, -18.26510, 4.66601)  0.60
H (0.69224, -8.69676, 11.38409)  0.24
C (-2.93159, -17.01627, 10.23610)  -1.56
C (2.04855, -20.26971, 5.39350)  1.06
H (2.02325, -24.97515, 6.78711)  0.36
H (5.79097, -13.12990, 9.10659)  0.23
C (10.19493, -20.68318, 5.65089)  -1.10
C (4.67113, -16.51164, 15.77524)  -0.15
Cd (-0.33206, -14.92002, 4.86238)  1.57
C (6.00000, -20.20359, 7.53891)  -0.91
B (1.76653, -15.39971, 7.36570)  -1.58
H (3.49398, -17.90494, 3.03823)  0.45
H (9.48943, -21.61882, 7.46867)  0.44
C (-2.14481, -17.44878, 5.16891)  -1.45
H (7.71934, -12.09863, 8.09897)  0.28
H (1.03717, -20.37405, 8.44408)  0.11
F (2.14590, -16.65450, 7.84580)  -0.28
H (0.59423, -17.48026, 4.58722)  -0.59
H (0.88575, -21.83613, 9.54682)  0.44
H (-1.69109, -9.67310, 11.19717)  0.36
H (10.11804, -20.61733, 4.56560)  0.28
O (3.48305, -9.83490, 7.41171)  -0.78
H (0.23011, -7.59451, 9.16840)  0.37
C (-1.75875, -16.48448, 11.11519)  0.21
H (-1.18382, -19.25767, 2.64702)  0.34
H (10.23131, -19.69312, 6.10535)  0.28
H (6.16354, -15.15207, 16.79008)  0.33
H (-2.65842, -17.64011, 9.38504)  0.19
H (6.08963, -11.23409, 4.44087)  0.25
H (-1.28948, -12.70371, 11.18574)  0.03
H (6.97359, -18.37152, 1.58566)  0.51
H (11.17784, -21.12304, 5.81974)  0.42
C (7.20800, -21.25844, 4.99907)  0.43
C (-1.50754, -15.55540, 1.85053)  -1.22
H (7.85371, -20.64540, 4.37030)  0.22
C (-1.16028, -15.36227, 13.87566)  -1.23
H (4.42359, -18.78982, 0.55155)  0.33
N (-1.33573, -17.34612, 12.22638)  -0.01
H (2.60522, -12.05047, 10.15817)  0.14
C (7.41268, -20.09326, 7.09926)  -0.58
C (0.94160, -21.32754, 5.62327)  -1.35
H (7.17060, -14.06223, 7.18622)  0.70
H (0.35595, -18.28318, 9.92619)  -0.13
H (-0.13193, -21.50510, 8.15376)  0.36

Its spin multiplicity is 1. The calculation puts the LUMO energy at 1.86 eV. The frontier orbital gap comes out at 0.273 Ha. The charge is -1.